# C25H71NO11

10 unconnected molecules or ions with the total composition C25H71NO11 (ωB97M-V with the def2-TZVPD basis set, OMol25).

Values from the calculation:
total charge	0
SMILES	CCOCCNCCOC.CCO.CCO.CCO.CCO.CCO.CCO.CCO.CCO.CCO
2S+1	1
strongest force on any atom	0.42	eV/A
energy above the lowest of the compared OMol25 structures with the same formula, charge and spin	26.9	kcal/mol
frontier orbital gap	0.331	Ha

Each line ends with the Mulliken charge.
Element x y z (Å)
1 C -2.061 -1.674 -0.717  -1.525
2 C -0.857 -1.284 0.114  0.332
3 O -0.623 -2.291 1.085  -0.456
4 C 0.658 -2.254 1.665  0.150
5 C 0.630 -2.468 3.198  -0.286
6 N -0.698 -2.629 3.776  -0.211
7 C -0.701 -2.415 5.220  -0.701
8 C -0.269 -0.999 5.593  -0.248
9 O -1.110 -0.494 6.630  -0.369
10 C -1.587 0.809 6.360  -0.624
11 H -2.543 -0.796 -1.150  0.250
12 H -1.806 -2.353 -1.532  0.340
13 H -2.807 -2.177 -0.100  0.403
14 H -1.043 -0.329 0.619  0.035
15 H 0.016 -1.173 -0.533  0.344
16 H 1.259 -3.040 1.198  0.049
17 H 1.143 -1.296 1.460  0.061
18 H 1.089 -1.606 3.682  -0.090
19 H 1.282 -3.327 3.428  0.318
20 H -1.021 -3.569 3.595  0.253
21 H -0.071 -3.140 5.757  0.294
22 H -1.720 -2.550 5.586  0.448
23 H 0.756 -1.009 5.968  0.139
24 H -0.298 -0.344 4.722  0.319
25 H -0.825 1.421 5.869  0.256
26 H -2.478 0.761 5.727  0.290
27 H -1.851 1.302 7.295  0.216
28 C -5.382 1.131 1.622  -1.235
29 C -3.964 0.893 1.137  0.032
30 O -3.778 1.340 -0.207  -0.486
31 H -6.093 0.619 0.975  0.307
32 H -5.512 0.767 2.642  0.339
33 H -5.621 2.197 1.610  0.352
34 H -3.732 -0.170 1.133  0.229
35 H -3.244 1.389 1.796  0.187
36 H -3.955 2.284 -0.223  0.275
37 C 4.065 -4.703 1.289  -1.016
38 C 4.862 -3.499 1.752  -0.230
39 O 4.037 -2.361 1.986  -0.421
40 H 3.510 -4.465 0.381  0.223
41 H 4.720 -5.551 1.087  0.385
42 H 3.345 -5.007 2.054  0.285
43 H 5.570 -3.191 0.984  0.280
44 H 5.435 -3.743 2.653  0.278
45 H 3.403 -2.594 2.672  0.205
46 C -0.423 0.124 -4.575  -0.453
47 C -0.304 0.892 -3.273  -0.311
48 O 0.682 0.338 -2.403  -0.410
49 H -0.655 -0.923 -4.381  0.297
50 H -1.206 0.545 -5.207  0.153
51 H 0.516 0.155 -5.132  0.009
52 H -1.237 0.849 -2.713  0.197
53 H -0.081 1.948 -3.469  0.289
54 H 1.532 0.364 -2.852  0.254
55 C 1.466 -1.021 -8.660  -0.746
56 C 2.103 -1.417 -7.342  -0.302
57 O 1.417 -2.493 -6.708  -0.492
58 H 0.421 -0.759 -8.506  0.061
59 H 1.988 -0.173 -9.107  0.317
60 H 1.496 -1.852 -9.369  0.364
61 H 2.053 -0.587 -6.638  0.165
62 H 3.160 -1.675 -7.477  0.310
63 H 1.440 -3.247 -7.303  0.297
64 C 3.498 2.723 5.369  -0.987
65 C 3.287 1.294 5.832  -0.366
66 O 2.655 0.495 4.836  -0.322
67 H 2.544 3.176 5.096  0.242
68 H 3.957 3.324 6.156  0.392
69 H 4.146 2.755 4.490  0.256
70 H 2.622 1.262 6.695  0.278
71 H 4.240 0.842 6.129  0.276
72 H 3.224 0.493 4.059  0.216
73 C -1.156 2.101 10.926  -0.919
74 C -1.360 0.685 11.428  -0.209
75 O -2.060 -0.114 10.484  -0.496
76 H -2.118 2.562 10.698  0.250
77 H -0.637 2.721 11.658  0.336
78 H -0.562 2.091 10.008  0.237
79 H -1.968 0.680 12.332  0.287
80 H -0.395 0.227 11.674  0.247
81 H -1.542 -0.140 9.673  0.266
82 C -3.343 0.033 -7.839  -0.718
83 C -2.859 -0.774 -9.027  -0.207
84 O -1.879 -1.740 -8.663  -0.482
85 H -2.500 0.526 -7.358  -0.082
86 H -4.057 0.797 -8.150  0.349
87 H -3.833 -0.612 -7.106  0.416
88 H -2.364 -0.126 -9.750  0.136
89 H -3.702 -1.259 -9.533  0.326
90 H -2.266 -2.335 -8.015  0.276
91 C 1.505 2.118 1.591  -0.464
92 C 2.592 3.104 1.218  -0.493
93 O 3.892 2.612 1.547  -0.500
94 H 1.564 1.896 2.659  0.021
95 H 0.511 2.506 1.364  0.366
96 H 1.632 1.187 1.037  0.158
97 H 2.484 4.032 1.779  0.305
98 H 2.539 3.349 0.152  0.303
99 H 4.030 1.797 1.055  0.304
100 C -0.201 3.357 -10.614  -1.054
101 C -1.400 3.011 -9.753  -0.194
102 O -1.032 2.358 -8.542  -0.383
103 H 0.370 2.458 -10.846  0.252
104 H -0.513 3.824 -11.549  0.338
105 H 0.461 4.053 -10.093  0.326
106 H -2.052 2.309 -10.273  0.236
107 H -1.989 3.909 -9.535  0.275
108 H -0.466 2.954 -8.043  0.227

Cartesian forces, eV/Å:
-0.3 -0.1 -0.1
-0.1 -0.1 -0.1
-0.1 -0.2 0.1
-0.2 0.0 0.0
0.1 -0.1 0.0
0.2 0.1 0.1
-0.1 -0.1 0.0
0.0 -0.2 0.4
0.1 0.3 0.0
0.0 0.0 0.0
0.1 0.0 0.0
0.1 0.0 0.1
0.1 0.0 0.1
0.1 0.1 0.0
0.0 0.1 0.0
0.2 0.1 0.0
0.0 0.0 -0.1
0.0 0.0 -0.1
0.0 0.0 0.1
-0.2 0.0 -0.2
0.0 0.0 0.0
0.0 0.0 -0.1
0.1 0.2 -0.1
-0.1 0.0 -0.1
0.0 0.0 0.0
0.0 0.1 -0.1
-0.1 -0.1 0.1
0.0 0.0 -0.1
0.0 0.1 -0.1
0.0 -0.1 0.1
0.0 0.0 0.0
0.0 0.0 0.0
0.0 0.0 0.0
0.0 0.0 0.0
0.0 0.0 0.0
0.0 0.0 -0.1
-0.1 0.1 0.0
0.0 0.0 0.0
0.0 0.0 0.0
0.0 0.0 0.0
0.0 0.0 0.0
0.0 0.0 0.0
0.0 0.0 0.0
0.0 0.0 0.0
0.0 0.0 0.0
0.0 -0.1 0.1
0.0 0.0 0.0
0.0 0.1 0.0
0.0 0.0 0.0
0.0 0.0 0.0
0.0 0.0 0.0
0.0 0.0 0.0
0.0 0.0 0.0
0.0 0.0 -0.1
-0.1 0.0 0.0
0.0 -0.1 0.0
0.1 0.1 0.0
0.0 0.0 0.0
0.0 0.0 0.0
0.0 0.0 0.0
0.0 0.0 0.0
0.0 0.0 0.0
0.0 0.0 0.0
0.0 0.0 -0.1
0.0 0.0 0.0
0.0 0.0 0.0
0.0 0.0 0.0
0.0 0.0 0.0
0.0 0.0 0.0
0.0 0.0 0.0
0.0 0.0 0.0
0.0 0.0 -0.1
0.0 0.0 -0.1
0.0 0.0 -0.1
0.0 0.0 0.0
0.0 0.0 0.0
0.0 0.0 0.0
0.0 0.0 0.0
0.0 0.0 0.0
0.0 0.0 0.0
0.0 -0.1 -0.1
0.0 -0.1 0.1
0.0 0.0 0.0
-0.1 0.0 -0.1
0.0 0.0 0.0
0.0 0.0 0.0
0.0 0.0 0.0
0.0 0.0 0.0
0.0 0.0 0.0
0.0 0.0 0.1
0.1 0.0 0.2
0.0 0.0 0.0
-0.1 0.0 0.0
-0.1 0.0 0.0
0.0 0.0 0.0
0.0 -0.1 0.0
0.0 0.0 0.0
0.0 0.0 0.0
0.0 0.0 0.0
0.0 -0.1 0.1
0.0 0.0 0.0
0.0 0.0 -0.1
0.0 0.0 0.0
0.0 0.0 0.0
0.0 0.0 0.0
0.0 0.0 0.0
0.0 0.0 0.0
0.0 0.0 0.0